Density functional theory data (wB97M-V/def2-TZVPD) for one molecule with the formula C23H31N3O6S.

## Properties
2S+1   1
Energy relative to the best compared isomer or geometry (same formula, charge and spin)   28.9 kcal per mole
SMILES   CC(C)[C@H](C(=O)NCc1ccco1)N(C[C@H]1CCCO1)C(=O)CNS(=O)(=O)c1ccccc1
Kohn-Sham gap   0.34127 hartree

Last column: Löwdin charge in e.
CARTESIAN COORDINATES (ANGSTROEM)
C1 -0.744 2.508 4.323  -0.06
C2 0.627 2.253 3.702  -0.35
C3 1.080 3.473 2.906  -0.06
C4 0.603 0.944 2.888  -0.17
C5 2.003 0.487 2.458  -0.45
O1 3.020 1.088 2.742  0.07
N1 1.993 -0.672 1.774  0.10
C6 3.198 -1.211 1.181  -0.07
C7 3.107 -1.246 -0.308  -0.26
C8 3.143 -2.288 -1.187  -0.02
C9 3.009 -1.724 -2.480  -0.08
C10 2.893 -0.383 -2.290  -0.14
O2 2.950 -0.083 -0.980  0.04
N2 -0.312 0.963 1.747  0.02
C11 0.203 1.425 0.470  -0.07
C12 -0.606 2.565 -0.199  -0.30
C13 0.297 3.680 -0.737  -0.12
C14 0.747 3.082 -2.067  -0.14
C15 -0.499 2.307 -2.509  -0.17
O3 -1.296 2.095 -1.350  -0.13
C16 -1.449 0.245 1.882  -0.45
O4 -1.752 -0.322 2.919  0.06
C17 -2.421 0.143 0.707  -0.12
N3 -2.850 -1.238 0.585  -0.11
S1 -1.614 -2.174 -0.046  0.70
O5 -1.954 -3.550 0.137  -0.26
O6 -0.324 -1.734 0.442  -0.29
C18 -1.714 -1.739 -1.776  -0.27
C19 -2.954 -1.611 -2.370  -0.05
C20 -3.026 -1.278 -3.712  -0.06
C21 -1.862 -1.085 -4.442  -0.07
C22 -0.624 -1.226 -3.837  -0.08
C23 -0.549 -1.555 -2.493  -0.06
H1 -0.703 3.375 4.979  0.08
H2 -1.482 2.699 3.547  0.08
H3 -1.075 1.649 4.900  0.08
H4 1.356 2.083 4.500  0.14
H5 0.351 3.730 2.143  0.06
H6 2.047 3.286 2.447  0.07
H7 1.185 4.323 3.577  0.08
H8 0.213 0.165 3.557  0.16
H9 1.119 -1.109 1.502  0.10
H10 3.376 -2.227 1.546  0.14
H11 4.017 -0.557 1.504  0.13
H12 3.253 -3.325 -0.946  0.11
H13 3.000 -2.249 -3.414  0.10
H14 2.774 0.431 -2.977  0.12
H15 0.248 0.582 -0.229  0.12
H16 1.223 1.766 0.646  0.13
H17 -1.365 2.933 0.497  0.15
H18 -0.297 4.579 -0.907  0.12
H19 1.125 3.920 -0.076  0.11
H20 1.584 2.404 -1.904  0.10
H21 1.039 3.836 -2.794  0.11
H22 -1.103 2.880 -3.221  0.12
H23 -0.253 1.340 -2.962  0.10
H24 -2.005 0.446 -0.249  0.09
H25 -3.298 0.759 0.926  0.15
H26 -3.132 -1.607 1.487  0.11
H27 -3.838 -1.767 -1.774  0.12
H28 -3.987 -1.170 -4.190  0.11
H29 -1.922 -0.826 -5.489  0.11
H30 0.282 -1.082 -4.406  0.11
H31 0.399 -1.673 -1.991  0.09


Density functional theory data (wB97M-V/def2-TZVPD) for one molecule with the formula C5H9N.

## Properties
2S+1   1
Energy relative to the best compared isomer or geometry (same formula, charge and spin)   21.9 kcal per mole
SMILES   [H]/N=C1\CC[C@H]1C
Kohn-Sham gap   0.39876 hartree

Last column: Löwdin charge in e.
CARTESIAN COORDINATES (ANGSTROEM)
H1 -0.770 -0.760 2.594  0.05
N1 -0.854 0.089 2.030  0.15
C1 -0.091 -0.120 1.050  -0.39
C2 0.710 -1.328 0.602  -0.12
C3 0.613 -0.730 -0.816  -0.14
C4 0.213 0.647 -0.222  -0.31
C5 -0.851 1.479 -0.915  -0.07
H2 1.720 -1.322 1.022  0.11
H3 0.281 -2.322 0.763  0.11
H4 1.512 -0.768 -1.427  0.10
H5 -0.237 -1.177 -1.343  0.11
H6 1.116 1.246 -0.039  0.15
H7 -0.480 1.822 -1.889  0.08
H8 -1.758 0.888 -1.085  0.08
H9 -1.126 2.358 -0.324  0.08


Density functional theory data (wB97M-V/def2-TZVPD) for a 3-piece molecular cluster, C14H30F5N2O5P overall at a distorted geometry.

## Properties
2S+1   1
SMILES   CCP(C)OC(=O)OC(F)(F)C(F)(F)F.COC[C@@H](C)N.COC[C@@H](C)N
Kohn-Sham gap   0.33802 hartree

Last column: Löwdin charge in e.
CARTESIAN COORDINATES (ANGSTROEM)
C1 3.768 0.007 3.682  -0.19
C2 3.329 -1.017 4.841  -0.39
P1 2.361 -2.548 4.190  0.96
C3 2.524 -2.626 2.296  -0.29
O1 0.724 -2.257 4.686  -0.26
C4 -0.206 -2.456 3.641  -0.47
O2 -0.874 -3.524 3.660  0.12
O3 -0.428 -1.567 2.539  0.08
C5 -1.071 -0.357 2.933  -0.32
F1 -0.523 0.259 4.083  0.11
F2 -2.446 -0.638 3.127  0.11
C6 -0.827 0.694 1.706  -0.29
F3 0.478 0.469 1.217  0.09
F4 -0.829 1.991 2.315  0.09
F5 -1.772 0.542 0.676  0.11
H1 4.750 -0.330 3.206  0.08
H2 2.930 0.198 2.909  0.06
H3 3.979 1.049 4.144  0.08
H4 2.600 -0.435 5.527  0.08
H5 4.206 -1.345 5.518  0.08
H6 3.540 -3.144 2.094  0.07
H7 2.530 -1.608 1.777  0.03
H8 1.720 -3.268 1.789  0.06
C7 0.152 2.747 -3.270  -0.10
O4 -0.251 4.068 -3.593  -0.19
C8 -1.396 4.527 -2.882  -0.20
C9 -1.096 5.048 -1.461  -0.43
C10 -0.848 3.937 -0.444  -0.08
N1 0.049 5.967 -1.452  0.04
H9 -0.699 2.097 -3.046  0.08
H10 0.851 2.760 -2.431  0.07
H11 0.683 2.335 -4.131  0.09
H12 -1.790 5.362 -3.471  0.12
H13 -2.179 3.758 -2.872  0.12
H14 -1.980 5.601 -1.124  0.13
H15 0.146 3.495 -0.542  0.07
H16 -0.918 4.332 0.574  0.08
H17 -1.590 3.139 -0.541  0.07
H18 -0.163 6.758 -2.057  0.07
H19 0.819 5.497 -1.930  0.07
C11 -1.040 -4.949 -2.063  -0.11
O5 -1.455 -4.173 -3.175  -0.19
C12 -2.223 -3.022 -2.838  -0.20
C13 -1.385 -1.804 -2.399  -0.42
C14 -0.840 -1.918 -0.978  -0.07
N2 -0.266 -1.557 -3.319  0.04
H20 -1.782 -4.953 -1.259  0.09
H21 -0.078 -4.588 -1.690  0.07
H22 -0.893 -5.976 -2.402  0.09
H23 -2.759 -2.750 -3.753  0.12
H24 -2.989 -3.272 -2.093  0.12
H25 -2.044 -0.930 -2.421  0.13
H26 0.018 -2.591 -0.908  0.07
H27 -0.503 -0.941 -0.622  0.05
H28 -1.611 -2.274 -0.289  0.09
H29 -0.642 -1.383 -4.249  0.07
H30 0.240 -2.437 -3.424  0.07


Density functional theory data (wB97M-V/def2-TZVPD) for one molecule with the formula C5H11BNO5P at a distorted geometry.

## Properties
2S+1   1
SMILES   C=CCN(B(C)O)C(=O)OP(O)O
Kohn-Sham gap   0.29429 hartree

Last column: Löwdin charge in e.
CARTESIAN COORDINATES (ANGSTROEM)
C1 3.232 0.001 0.758  0.03
C2 2.556 0.543 -0.309  -0.15
C3 1.310 1.393 -0.129  -0.14
N1 0.051 0.595 0.157  0.07
B1 -1.209 1.414 -0.028  -0.59
C4 -2.360 1.338 1.029  0.01
O1 -1.358 2.261 -1.079  0.17
C5 0.046 -0.461 -0.782  -0.64
O2 -0.043 -0.337 -1.970  0.14
O3 0.146 -1.711 -0.229  -0.16
P1 -1.412 -2.345 -0.029  0.81
O4 -1.181 -3.293 1.257  -0.21
O5 -1.532 -3.459 -1.195  -0.21
H1 2.723 -0.753 1.361  0.06
H2 4.215 0.329 1.083  0.06
H3 2.869 0.335 -1.332  0.11
H4 1.474 2.111 0.666  0.12
H5 1.183 1.899 -1.091  0.11
H6 -2.986 0.458 0.857  0.06
H7 -1.954 1.268 2.040  0.06
H8 -3.013 2.208 0.949  0.06
H9 -0.802 2.017 -1.833  0.10
H10 -0.635 -2.795 1.884  0.07
H11 -1.322 -3.016 -2.033  0.06


Density functional theory data (wB97M-V/def2-TZVPD) for one molecule with the formula C4H8O.

## Properties
2S+1   1
Energy relative to the best compared isomer or geometry (same formula, charge and spin)   25.1 kcal per mole
SMILES   CC1(C)CO1
Kohn-Sham gap   0.41063 hartree

Last column: Löwdin charge in e.
CARTESIAN COORDINATES (ANGSTROEM)
C1 -1.248 -0.752 0.039  -0.02
C2 0.008 0.076 -0.122  -0.55
C3 1.345 -0.619 0.068  -0.01
C4 -0.111 1.526 0.054  -0.11
O1 0.000 0.961 -1.244  -0.04
H1 -1.521 -0.845 1.097  0.09
H2 -2.066 -0.254 -0.487  0.09
H3 -1.136 -1.758 -0.376  0.08
H4 1.244 -1.555 0.628  0.08
H5 2.069 0.018 0.586  0.08
H6 1.753 -0.850 -0.922  0.09
H7 -1.089 1.957 0.279  0.11
H8 0.752 2.097 0.401  0.11


Density functional theory data (wB97M-V/def2-TZVPD) for C45H45IrN5OPTe as an isolated structure at a distorted geometry.

## Properties
2S+1   1
Energy relative to the best compared isomer or geometry (same formula, charge and spin)   251.6 kcal per mole
Charge   +2
Kohn-Sham gap (spin up / spin down)   0.16896 / 0.16983 hartree

Last column: Löwdin charge in e.
CARTESIAN COORDINATES (ANGSTROEM)
Ir1 0.232 -0.131 -0.163  0.80
C1 4.349 5.496 -0.851  -0.07
C2 4.200 5.156 0.486  -0.10
C3 3.500 4.015 0.851  -0.09
C4 2.899 3.228 -0.130  -0.35
C5 3.092 3.549 -1.475  -0.11
C6 3.815 4.675 -1.833  -0.05
P1 1.896 1.690 0.183  1.00
C7 1.908 1.693 2.005  -0.37
C8 2.640 0.622 2.511  -0.17
C9 3.051 0.584 3.836  -0.20
C10 2.656 1.613 4.676  0.00
C11 1.834 2.627 4.203  -0.04
C12 1.464 2.685 2.872  -0.08
C13 -0.910 2.782 -0.152  -0.28
C14 -0.590 4.108 -0.774  -0.35
C15 -1.782 4.856 -1.188  -0.04
C16 -3.017 4.403 -0.870  -0.05
C17 -3.244 3.174 -0.186  -0.01
C18 -2.219 2.317 0.117  -0.10
H1 4.906 6.378 -1.126  0.12
H2 4.648 5.771 1.253  0.11
H3 3.430 3.751 1.896  0.10
H4 2.671 2.907 -2.236  0.11
H5 3.965 4.906 -2.874  0.12
H6 2.955 -0.152 1.824  0.06
H7 3.443 -1.483 3.878  0.13
H8 2.981 1.627 5.704  0.13
H9 1.506 3.397 4.883  0.12
H10 0.852 3.498 2.504  0.11
H11 1.403 4.779 -0.584  0.11
H12 -1.638 5.787 -1.716  0.13
H13 -3.882 4.975 -1.174  0.12
H14 -4.262 2.903 0.039  0.11
C19 7.536 -0.100 6.703  0.00
C20 6.316 -0.264 5.881  -0.16
C21 6.386 -0.245 4.479  0.03
C22 5.296 -0.444 3.688  -0.12
C23 5.447 -0.581 2.212  0.00
C24 3.934 -0.576 4.299  -0.18
Te1 0.720 -1.852 3.121  1.66
N1 -0.295 -0.759 1.757  -0.38
C25 -0.952 0.140 2.539  -0.70
O1 -0.585 0.284 3.718  -0.13
C26 -2.213 0.654 2.026  -0.05
C27 -2.461 0.880 0.573  -0.22
C28 -3.826 0.451 0.166  0.01
C29 -4.819 0.251 1.065  -0.05
C30 -4.586 0.429 2.447  0.02
C31 -3.286 0.586 2.900  0.01
C32 1.155 -3.612 1.992  -0.39
C33 1.425 -3.708 0.625  -0.29
C34 1.502 -2.495 -0.256  -0.11
C35 1.698 -4.948 0.062  0.00
C36 1.747 -6.103 0.829  -0.25
C37 2.069 -7.429 0.231  -0.04
C38 1.501 -5.987 2.193  0.00
C39 1.212 -4.770 2.782  -0.33
C40 0.957 -4.707 4.255  -0.12
C41 3.932 -0.708 5.784  -0.17
C42 2.646 -1.097 6.424  -0.01
C43 5.077 -0.532 6.497  0.03
H15 8.405 0.118 6.088  0.09
H16 7.727 -1.020 7.260  0.12
H17 7.404 0.693 7.440  0.11
H18 7.350 -0.109 4.010  0.13
H19 6.490 -0.752 1.960  0.10
H20 5.128 0.322 1.691  0.10
H21 4.856 -1.418 1.843  0.10
H22 -1.675 0.288 -0.012  0.07
H23 -4.011 0.361 -0.894  0.14
H24 -5.803 -0.037 0.726  0.12
H25 -5.404 0.335 3.143  0.12
H26 -3.054 0.528 3.952  0.13
H27 2.205 -1.774 0.175  0.05
H28 0.472 -2.044 -0.383  0.02
H29 1.850 -2.769 -1.249  0.10
H30 1.891 -5.009 -0.999  0.12
H31 2.383 -7.334 -0.803  0.08
H32 1.195 -8.077 0.270  0.09
H33 2.857 -7.916 0.801  0.09
H34 1.538 -6.872 2.808  0.13
H35 1.120 -5.681 4.709  0.09
H36 -0.073 -4.402 4.454  0.07
H37 1.624 -3.987 4.736  0.04
H38 1.785 -0.783 5.833  0.07
H39 2.558 -0.691 7.429  0.10
H40 2.612 -2.186 6.512  0.11
H41 5.062 -0.637 7.570  0.14
N2 -0.918 6.308 1.043  0.23
C44 0.277 6.030 0.523  -0.41
N3 1.315 6.828 0.795  0.22
N4 0.469 4.944 -0.216  0.19
C45 -0.186 2.843 -1.556  0.04
N5 0.322 2.103 -0.386  -0.32
H42 -1.091 7.177 1.521  0.13
H43 -1.721 5.772 0.736  0.10
H44 1.191 7.669 1.334  0.13
H45 2.247 6.595 0.489  0.09


| no. | energy (eV) |
| --- | --- |
| 1 | -51944.8606 |
| 2 | -6820.0452 |
| 3 | -51095.0959 |
| 4 | -27056.4248 |
| 5 | -6324.0791 |
| 6 | -76291.2732 |